(1)
Molecular formula: C42H125N9O16
Method: DFT, ωB97M-V/def2-TZVPD

Bonds (Å) are listed after each position.
Element x y z (Å)
1 O 5.16 9.30 0.56  H2 0.957, H3 0.957
2 H 4.85 10.20 0.52  O1 0.957
3 H 5.78 9.23 -0.17  O1 0.957
4 O 4.48 -2.38 -4.64  H5 0.957, H6 0.957
5 H 4.39 -3.33 -4.54  O4 0.957
6 H 3.88 -2.01 -3.98  O4 0.957
7 O 1.80 -6.90 -4.15  H8 0.957, H9 0.957
8 H 0.88 -6.76 -3.97  O7 0.957
9 H 1.97 -7.80 -3.87  O7 0.957
10 O 6.24 4.69 7.67  H11 0.957, H12 0.957
11 H 6.71 4.96 6.88  O10 0.957
12 H 5.33 4.64 7.41  O10 0.957
13 C -0.72 3.89 9.22  C14 1.544, H19 1.090, H20 1.090, H21 1.090
14 C -0.81 3.62 7.70  C13 1.544, C15 1.526, N18 1.420, H22 1.090
15 C -2.19 3.78 7.08  C14 1.526, O16 1.431, H23 1.090, H24 1.090
16 O -3.09 2.79 7.58  C15 1.431, C17 1.435
17 C -4.37 2.81 6.93  O16 1.435, H25 1.090, H26 1.090, H27 1.090
18 N 0.07 4.54 7.06  C14 1.420, H28 1.010, H29 1.010
19 H -1.07 4.87 9.53  C13 1.090
20 H 0.28 3.67 9.60  C13 1.090
21 H -1.35 3.10 9.61  C13 1.090
22 H -0.47 2.61 7.46  C14 1.090
23 H -2.19 3.89 5.99  C15 1.090
24 H -2.65 4.73 7.36  C15 1.090
25 H -4.39 3.09 5.88  C17 1.090
26 H -5.05 3.51 7.41  C17 1.090
27 H -4.87 1.84 6.98  C17 1.090
28 H -0.26 5.49 7.07  N18 1.010
29 H 0.17 4.43 6.06  N18 1.010
30 C -11.82 4.10 -5.76  C31 1.514, H36 1.090, H37 1.090, H38 1.090
31 C -10.96 3.01 -5.15  C30 1.514, C32 1.514, N35 1.501, H39 1.090
32 C -10.09 3.53 -4.03  C31 1.514, O33 1.372, H40 1.090, H41 1.090
33 O -9.31 2.51 -3.55  C32 1.372, C34 1.415
34 C -8.28 3.00 -2.71  O33 1.415, H42 1.090, H43 1.090, H44 1.090
35 N -11.88 2.04 -4.48  C31 1.501, H45 1.010, H46 1.010
36 H -12.47 3.62 -6.49  C30 1.090
37 H -11.27 4.96 -6.13  C30 1.090
38 H -12.40 4.58 -4.97  C30 1.090
39 H -10.37 2.54 -5.94  C31 1.090
40 H -10.76 3.92 -3.27  C32 1.090
41 H -9.57 4.40 -4.44  C32 1.090
42 H -7.77 2.14 -2.27  C34 1.090
43 H -8.78 3.59 -1.94  C34 1.090
44 H -7.53 3.56 -3.27  C34 1.090
45 H -11.33 1.36 -3.98  N35 1.010
46 H -12.28 2.57 -3.73  N35 1.010
47 C 4.01 12.30 9.77  C48 1.499, H53 1.090, H54 1.090, H55 1.090
48 C 3.09 11.22 9.29  C47 1.499, C49 1.540, N52 1.476, H56 1.090
49 C 2.63 11.35 7.82  C48 1.540, O50 1.464, H57 1.090, H58 1.090
50 O 1.46 10.53 7.54  C49 1.464, C51 1.418
51 C 0.91 10.79 6.26  O50 1.418, H59 1.090, H60 1.090, H61 1.090
52 N 3.70 9.91 9.58  C48 1.476, H62 1.010, H63 1.010
53 H 3.55 13.28 9.70  C47 1.090
54 H 4.91 12.21 9.17  C47 1.090
55 H 4.26 12.21 10.83  C47 1.090
56 H 2.17 11.32 9.87  C48 1.090
57 H 3.45 11.06 7.16  C49 1.090
58 H 2.48 12.41 7.59  C49 1.090
59 H 0.47 11.79 6.34  C51 1.090
60 H 0.04 10.15 6.13  C51 1.090
61 H 1.60 10.65 5.43  C51 1.090
62 H 3.17 9.18 9.12  N52 1.010
63 H 4.60 9.86 9.13  N52 1.010
64 C 2.61 -5.52 2.49  C65 1.527, H70 1.090, H71 1.090, H72 1.090
65 C 2.09 -5.74 3.90  C64 1.527, C66 1.526, N69 1.456, H73 1.090
66 C 0.90 -4.83 4.18  C65 1.526, O67 1.412, H74 1.090, H75 1.090
67 O 0.58 -4.93 5.56  C66 1.412, C68 1.419
68 C -0.61 -4.27 5.95  O67 1.419, H76 1.090, H77 1.090, H78 1.090
69 N 1.78 -7.12 4.25  C65 1.456, H79 1.010, H80 1.010
70 H 1.81 -5.72 1.78  C64 1.090
71 H 3.51 -6.12 2.31  C64 1.090
72 H 2.85 -4.46 2.34  C64 1.090
73 H 2.85 -5.47 4.63  C65 1.090
74 H 0.12 -5.17 3.50  C66 1.090
75 H 1.27 -3.84 3.94  C66 1.090
76 H -0.66 -4.45 7.03  C68 1.090
77 H -1.56 -4.68 5.61  C68 1.090
78 H -0.63 -3.18 5.89  C68 1.090
79 H 1.24 -7.06 5.10  N69 1.010
80 H 1.13 -7.55 3.61  N69 1.010
81 C 2.61 1.78 1.13  C82 1.571, H87 1.090, H88 1.090, H89 1.090
82 C 1.67 2.61 0.19  C81 1.571, C83 1.503, N86 1.458, H90 1.090
83 C 0.46 1.85 -0.25  C82 1.503, O84 1.416, H91 1.090, H92 1.090
84 O 0.81 0.91 -1.25  C83 1.416, C85 1.446
85 C -0.32 0.08 -1.62  O84 1.446, H93 1.090, H94 1.090, H95 1.090
86 N 1.37 3.89 0.81  C82 1.458, H96 1.010, H97 1.010
87 H 3.49 2.33 1.48  C81 1.090
88 H 2.93 0.82 0.72  C81 1.090
89 H 2.13 1.53 2.08  C81 1.090
90 H 2.28 2.86 -0.69  C82 1.090
91 H -0.21 2.58 -0.71  C83 1.090
92 H -0.01 1.35 0.59  C83 1.090
93 H -0.60 -0.66 -0.88  C85 1.090
94 H -0.12 -0.49 -2.53  C85 1.090
95 H -1.19 0.65 -1.95  C85 1.090
96 H 0.69 4.35 0.22  N86 1.010
97 H 2.22 4.44 0.70  N86 1.010
98 C 11.28 -6.29 6.26  C99 1.483, H104 1.090, H105 1.090, H106 1.090
99 C 10.24 -6.02 7.28  C98 1.483, C100 1.538, N103 1.450, H107 1.090
100 C 9.20 -4.97 6.84  C99 1.538, O101 1.439, H108 1.090, H109 1.090
101 O 9.81 -3.67 6.75  C100 1.439, C102 1.417
102 C 8.94 -2.82 6.02  O101 1.417, H110 1.090, H111 1.090, H112 1.090
103 N 9.52 -7.24 7.60  C99 1.450, H113 1.010, H114 1.010
104 H 10.90 -6.46 5.25  C98 1.090
105 H 11.94 -7.12 6.50  C98 1.090
106 H 12.03 -5.51 6.12  C98 1.090
107 H 10.71 -5.60 8.17  C99 1.090
108 H 8.36 -4.96 7.53  C100 1.090
109 H 8.82 -5.30 5.87  C100 1.090
110 H 9.46 -1.87 5.97  C102 1.090
111 H 8.01 -2.78 6.60  C102 1.090
112 H 8.73 -3.14 5.00  C102 1.090
113 H 8.97 -6.87 8.36  N103 1.010
114 H 10.28 -7.72 8.07  N103 1.010
115 C -3.70 -8.55 -6.00  C116 1.521, H121 1.090, H122 1.090, H123 1.090
116 C -3.91 -7.05 -5.82  C115 1.521, C117 1.584, N120 1.479, H124 1.090
117 C -5.36 -6.54 -6.21  C116 1.584, O118 1.490, H125 1.090, H126 1.090
118 O -5.40 -5.05 -6.19  C117 1.490, C119 1.426
119 C -6.72 -4.58 -6.43  O118 1.426, H127 1.090, H128 1.090, H129 1.090
120 N -3.67 -6.70 -4.41  C116 1.479, H130 1.010, H131 1.010
121 H -3.93 -8.90 -7.00  C115 1.090
122 H -4.29 -9.08 -5.25  C115 1.090
123 H -2.65 -8.69 -5.74  C115 1.090
124 H -3.22 -6.48 -6.45  C116 1.090
125 H -6.15 -6.99 -5.62  C117 1.090
126 H -5.55 -6.78 -7.26  C117 1.090
127 H -7.49 -5.07 -5.83  C119 1.090
128 H -7.00 -4.75 -7.47  C119 1.090
129 H -6.71 -3.56 -6.04  C119 1.090
130 H -4.34 -7.05 -3.75  N120 1.010
131 H -3.90 -5.71 -4.42  N120 1.010
132 C 4.61 -6.71 -10.58  C133 1.568, H138 1.090, H139 1.090, H140 1.090
133 C 3.15 -6.66 -11.15  C132 1.568, C134 1.538, N137 1.446, H141 1.090
134 C 2.45 -8.02 -11.03  C133 1.538, O135 1.460, H142 1.090, H143 1.090
135 O 3.12 -9.17 -11.64  C134 1.460, C136 1.421
136 C 3.20 -9.11 -13.06  O135 1.421, H144 1.090, H145 1.090, H146 1.090
137 N 2.56 -5.56 -10.42  C133 1.446, H147 1.010, H148 1.010
138 H 4.63 -7.09 -9.56  C132 1.090
139 H 5.15 -5.77 -10.62  C132 1.090
140 H 5.24 -7.31 -11.22  C132 1.090
141 H 3.12 -6.31 -12.18  C133 1.090
142 H 1.38 -7.96 -11.24  C134 1.090
143 H 2.50 -8.30 -9.97  C134 1.090
144 H 2.20 -8.83 -13.40  C136 1.090
145 H 3.40 -10.09 -13.49  C136 1.090
146 H 3.86 -8.31 -13.41  C136 1.090
147 H 3.30 -4.88 -10.49  N137 1.010
148 H 2.50 -5.70 -9.42  N137 1.010
149 C -8.21 -4.90 0.73  C150 1.540, H155 1.090, H156 1.090, H157 1.090
150 C -9.44 -5.21 -0.15  C149 1.540, C151 1.517, N154 1.455, H158 1.090
151 C -10.43 -6.06 0.63  C150 1.517, O152 1.412, H159 1.090, H160 1.090
152 O -9.90 -7.34 0.94  C151 1.412, C153 1.408
153 C -10.80 -8.06 1.74  O152 1.408, H161 1.090, H162 1.090, H163 1.090
154 N -10.05 -3.94 -0.51  C150 1.455, H164 1.010, H165 1.010
155 H -8.35 -4.13 1.48  C149 1.090
156 H -7.45 -4.46 0.09  C149 1.090
157 H -7.83 -5.80 1.22  C149 1.090
158 H -9.26 -5.76 -1.07  C150 1.090
159 H -11.35 -6.13 0.04  C151 1.090
160 H -10.66 -5.56 1.56  C151 1.090
161 H -10.23 -8.93 2.07  C153 1.090
162 H -11.69 -8.38 1.19  C153 1.090
163 H -11.14 -7.56 2.65  C153 1.090
164 H -10.49 -3.44 0.25  N154 1.010
165 H -9.41 -3.26 -0.90  N154 1.010
166 C -3.14 10.04 -5.70  C167 1.525, H169 1.090, H170 1.090, H171 1.090
167 C -2.46 8.86 -5.01  C166 1.525, O168 1.438, H172 1.090, H173 1.090
168 O -2.89 8.48 -3.69  C167 1.438, H174 0.960
169 H -2.92 10.14 -6.76  C166 1.090
170 H -2.89 10.99 -5.24  C166 1.090
171 H -4.19 9.81 -5.50  C166 1.090
172 H -1.41 9.13 -4.88  C167 1.090
173 H -2.37 7.96 -5.62  C167 1.090
174 H -2.75 9.25 -3.14  O168 0.960
175 C 4.14 3.02 -7.76  C176 1.535, H178 1.090, H179 1.090, H180 1.090
176 C 3.50 1.75 -8.34  C175 1.535, O177 1.419, H181 1.090, H182 1.090
177 O 4.53 0.82 -8.62  C176 1.419, H183 0.960
178 H 5.05 3.36 -8.25  C175 1.090
179 H 4.42 2.96 -6.71  C175 1.090
180 H 3.38 3.79 -7.87  C175 1.090
181 H 2.91 2.01 -9.22  C176 1.090
182 H 2.83 1.36 -7.57  C176 1.090
183 H 4.77 0.43 -7.77  O177 0.960
184 C 10.47 5.68 1.76  C185 1.516, H187 1.090, H188 1.090, H189 1.090
185 C 10.21 6.99 2.47  C184 1.516, O186 1.442, H190 1.090, H191 1.090
186 O 8.95 6.80 3.13  C185 1.442, H192 0.960
187 H 10.31 4.76 2.31  C184 1.090
188 H 11.50 5.63 1.41  C184 1.090
189 H 9.91 5.54 0.83  C184 1.090
190 H 10.19 7.82 1.77  C185 1.090
191 H 11.09 7.15 3.10  C185 1.090
192 H 8.29 7.12 2.50  O186 0.960

Results
- Frontier orbital gap: 9.34 eV
- Total energy: -3371.452545 Eh
- Net charge: 0
- LUMO energy: 0.2 eV

---

(2)
Molecular formula: C42H27BIO9P
Method: DFT, ωB97M-V/def2-TZVPD

Bonds (Å) are listed after each position.
Element x y z (Å)
1 O 0.22 3.09 4.74  C2 1.214
2 C -0.26 3.20 3.63  O1 1.214, C3 1.492, C16 1.488
3 C -1.64 3.72 3.43  C2 1.492, C4 1.391, C8 1.395
4 C -2.38 4.12 4.54  C3 1.391, C5 1.385, H17 1.082
5 C -3.66 4.60 4.38  C4 1.385, C6 1.391, H18 1.082
6 C -4.22 4.70 3.11  C5 1.391, C7 1.385, H19 1.082
7 C -3.50 4.30 2.00  C6 1.385, C8 1.390, H20 1.082
8 C -2.20 3.81 2.16  C3 1.395, C7 1.390, C9 1.493
9 C -1.45 3.37 0.95  C8 1.493, O10 1.213, C11 1.489
10 O -1.95 3.41 -0.15  C9 1.213
11 C -0.05 2.88 1.15  C9 1.489, C12 1.389, C16 1.397
12 C 0.69 2.50 0.03  C11 1.389, C13 1.386, H21 1.081
13 C 1.98 2.03 0.18  C12 1.386, C14 1.391, H22 1.083
14 C 2.55 1.96 1.45  C13 1.391, C15 1.386, H23 1.082
15 C 1.82 2.35 2.57  C14 1.386, C16 1.392, H24 1.082
16 C 0.52 2.81 2.42  C2 1.488, C11 1.397, C15 1.392
17 H -1.92 4.04 5.52  C4 1.082
18 H -4.23 4.91 5.25  C5 1.082
19 H -5.23 5.08 2.99  C6 1.082
20 H -3.91 4.35 1.01  C7 1.082
21 H 0.22 2.57 -0.94  C12 1.081
22 H 2.55 1.71 -0.68  C13 1.083
23 H 3.56 1.59 1.58  C14 1.082
24 H 2.26 2.30 3.56  C15 1.082
25 O 2.66 -3.00 8.78  C26 1.212
26 C 2.85 -2.13 7.96  O25 1.212, C27 1.490, C40 1.493
27 C 1.73 -1.56 7.16  C26 1.490, C28 1.390, C32 1.396
28 C 0.44 -2.04 7.37  C27 1.390, C29 1.385, H41 1.082
29 C -0.62 -1.52 6.64  C28 1.385, C30 1.390, H42 1.082
30 C -0.40 -0.52 5.70  C29 1.390, C31 1.385, H43 1.083
31 C 0.88 -0.04 5.49  C30 1.385, C32 1.390, H44 1.079
32 C 1.95 -0.56 6.21  C27 1.396, C31 1.390, C33 1.490
33 C 3.32 -0.04 5.94  C32 1.490, O34 1.213, C35 1.492
34 O 3.52 0.80 5.08  C33 1.213
35 C 4.44 -0.58 6.77  C33 1.492, C36 1.390, C40 1.395
36 C 5.72 -0.09 6.57  C35 1.390, C37 1.384, H45 1.082
37 C 6.77 -0.58 7.32  C36 1.384, C38 1.391, H46 1.082
38 C 6.55 -1.56 8.28  C37 1.391, C39 1.385, H47 1.082
39 C 5.27 -2.05 8.48  C38 1.385, C40 1.390, H48 1.082
40 C 4.21 -1.57 7.73  C26 1.493, C35 1.395, C39 1.390
41 H 0.29 -2.81 8.11  C28 1.082
42 H -1.62 -1.89 6.81  C29 1.082
43 H -1.23 -0.11 5.14  C30 1.083
44 H 1.07 0.75 4.77  C31 1.079
45 H 5.87 0.67 5.82  C36 1.082
46 H 7.77 -0.19 7.17  C37 1.082
47 H 7.37 -1.93 8.87  C38 1.082
48 H 5.08 -2.82 9.22  C39 1.082
49 O -1.48 -2.45 -5.64  C50 1.213
50 C -2.33 -2.51 -6.51  O49 1.213, C51 1.491, C64 1.491
51 C -2.67 -1.32 -7.34  C50 1.491, C52 1.390, C56 1.395
52 C -1.99 -0.13 -7.11  C51 1.390, C53 1.384, H65 1.081
53 C -2.28 1.00 -7.87  C52 1.384, C54 1.391, H66 1.082
54 C -3.25 0.93 -8.86  C53 1.391, C55 1.385, H67 1.082
55 C -3.94 -0.25 -9.09  C54 1.385, C56 1.390, H68 1.082
56 C -3.65 -1.38 -8.33  C51 1.395, C55 1.390, C57 1.492
57 C -4.40 -2.64 -8.59  C56 1.492, O58 1.212, C59 1.492
58 O -5.27 -2.69 -9.43  C57 1.212
59 C -4.05 -3.83 -7.78  C57 1.492, C60 1.390, C64 1.396
60 C -4.72 -5.03 -8.01  C59 1.390, C61 1.385, H69 1.082
61 C -4.40 -6.16 -7.27  C60 1.385, C62 1.391, H70 1.082
62 C -3.42 -6.10 -6.29  C61 1.391, C63 1.385, H71 1.082
63 C -2.75 -4.91 -6.05  C62 1.385, C64 1.390, H72 1.082
64 C -3.06 -3.77 -6.79  C50 1.491, C59 1.396, C63 1.390
65 H -1.24 -0.11 -6.33  C52 1.081
66 H -1.75 1.92 -7.68  C53 1.082
67 H -3.48 1.81 -9.45  C54 1.082
68 H -4.70 -0.32 -9.85  C55 1.082
69 H -5.48 -5.05 -8.78  C60 1.082
70 H -4.92 -7.09 -7.46  C61 1.082
71 H -3.17 -6.98 -5.72  C62 1.082
72 H -1.98 -4.84 -5.29  C63 1.082
73 O 3.57 0.76 -2.60  P74 1.462
74 P 3.37 0.84 -4.05  O73 1.462, O75 1.613, O76 1.611, B77 1.932
75 O 3.79 -0.52 -4.79  P74 1.613, H79 0.967
76 O 4.23 1.96 -4.83  P74 1.611, H80 0.967
77 B 1.56 1.23 -4.61  P74 1.932, I78 2.063, H81 1.184
78 I 0.01 0.59 -3.42  B77 2.063
79 H 3.72 -0.51 -5.76  O75 0.967
80 H 5.12 1.69 -5.08  O76 0.967
81 H 1.33 1.79 -5.63  B77 1.184

Results
- Frontier orbital gap: 8.30 eV
- Total energy: -2957.943191 Eh
- Net charge: 0
- LUMO energy: -1.2 eV